(1)
The following is a quantum chemistry calculation of a single C4H7N3O molecule at a distorted geometry, from OMol25.

XYZ file:
```
15
Properties=species:S:1:pos:R:3:forces:R:3
C 3.468 0.534 -0.227 -3.6570 0.7427 1.0618
N 2.209 0.236 0.330 4.2884 0.1805 -2.9735
N 1.886 -1.221 0.450 -3.3240 0.6710 -2.2284
C 0.577 -1.482 0.039 7.0932 -0.7840 2.5470
O -0.298 -0.566 -0.236 -0.9230 -1.1745 -0.5198
N -1.554 -1.315 -0.208 -2.8224 4.5202 1.0590
C -2.429 -0.352 0.099 1.5629 -1.9980 -1.9858
C -2.140 1.123 0.157 -3.8483 1.1460 0.3103
H 4.314 -0.177 -0.414 -1.2234 0.1456 0.1517
H 3.780 1.710 -0.650 -1.5059 -3.4595 1.9381
H 0.270 -2.585 0.011 0.5130 1.8944 0.1436
H -3.506 -0.617 0.014 0.9401 -0.1770 0.4849
H -1.195 1.575 0.218 1.6313 -0.3289 -0.7524
H -2.815 1.592 -0.697 1.5260 -0.7547 1.6525
H -2.568 1.547 1.114 -0.2510 -0.6236 -0.8891
```
Forces are in eV/Å.

Max |F| ... 7.6 eV Å⁻¹
Frontier orbital gap ... 9.5 eV
ΔE to the lowest compared entry with this formula, charge and spin ... 159.6 kcal/mol
LUMO level ... 0.71 eV
HOMO ... -0.3233 Eh
Energy ... -10772.828 eV
Structure (SMILES) ... C=N/N=C\O/N=C\C

Mulliken atomic charge list, values in e, 8 entries: -0.283, -0.230, -0.415, 0.188, -0.130, -0.503, 0.056, -0.765

(2)
The following is a quantum chemistry calculation of a single C4H7N3O molecule at a distorted geometry, from OMol25.

XYZ file:
```
15
Properties=species:S:1:pos:R:3:forces:R:3
O -1.815 -0.978 0.506 5.1440 -0.9550 3.7336
N -0.812 -0.845 -0.508 0.4544 -0.4705 -1.7430
C 0.555 -1.387 -0.271 -2.0681 -1.8027 0.9425
N 1.609 -0.783 0.054 1.1200 0.8334 0.2678
N 1.666 0.574 0.187 -2.0565 1.9569 0.5027
C 0.249 1.068 0.486 2.3962 -1.9602 3.3718
C -0.833 1.817 -0.162 -0.4108 2.8045 -2.0646
C -0.388 0.497 -0.686 -1.3092 0.7335 -1.6531
H -1.069 -1.088 1.399 -3.8740 0.6062 -3.0960
H 0.709 -2.454 -0.287 -0.5711 -0.3382 -0.3485
H 2.288 0.800 0.922 1.0519 0.1019 0.5558
H -0.124 0.753 1.554 0.8842 -0.0826 -2.0289
H -1.798 1.957 0.388 1.2612 -0.3731 -0.2610
H -0.524 2.734 -0.754 -0.7777 -1.2771 0.4111
H 0.300 0.527 -1.601 -1.2445 0.2231 1.4099
```
Forces are in eV/Å.

Max |F| ... 6.4 eV Å⁻¹
Frontier orbital gap ... 9.2 eV
ΔE to the lowest compared entry with this formula, charge and spin ... 174.2 kcal/mol
LUMO level ... 0.61 eV
HOMO ... -0.3161 Eh
Energy ... -10772.194 eV
Structure (SMILES) ... ON1C=NN[C@H]2C[C@@H]21

Mulliken atomic charge list, values in e, 8 entries: -0.394, -0.184, -0.213, -0.340, -0.291, -0.035, -0.593, 0.056